No. 1
Entry from the Open Molecules 2025 dataset: C23H51Cl32N3O3P as an isolated structure (ωB97M-V/def2-TZVPD).

Structure (XYZ):
```
113
Properties=species:S:1:pos:R:3:forces:R:3
C 4.251324 0.938790 -2.304409 0.019 0.232 -1.523
C 3.628566 0.479252 -3.673467 0.437 0.669 0.946
C 2.603530 1.522089 -4.182048 -0.465 -0.794 0.370
C 1.181768 0.945927 -4.060179 0.679 -0.614 -1.416
N 0.926391 0.428530 -2.674908 -1.020 1.472 0.283
C -0.189139 0.957647 -2.038920 1.278 0.517 0.353
N -0.011296 2.026553 -1.126697 0.156 -1.505 -0.422
N -1.373985 0.461094 -2.244521 0.182 -0.633 -0.215
C -2.570222 1.006261 -1.546759 -1.023 0.844 -0.028
C -2.886510 2.474260 -1.942758 0.536 -0.077 0.677
P -1.605858 -0.911756 -3.321485 0.365 -0.910 -1.477
O -2.935457 -1.528548 -3.133229 6.826 15.574 0.827
O -0.451420 -2.060435 -3.091513 -1.577 2.503 -0.283
O -1.455176 -0.336918 -4.837829 0.705 -0.835 1.927
H 3.619965 0.663693 -1.456594 0.288 0.146 0.095
H 5.255945 0.532711 -2.198106 -0.238 -0.188 0.405
H 4.394972 2.024933 -2.376071 -0.133 -0.161 0.360
H 3.175780 -0.509411 -3.532652 0.025 0.119 -0.249
H 4.432567 0.367895 -4.403297 -0.104 -0.006 0.084
H 2.799268 1.732951 -5.237401 -0.240 0.194 0.176
H 2.675705 2.448620 -3.597293 0.071 -0.054 -0.273
H 1.145661 0.080146 -4.734498 -0.047 0.190 0.134
H 0.424716 1.648473 -4.426324 -0.049 -0.079 0.520
H 1.723372 0.636443 -2.080033 0.190 -0.076 -0.216
H 0.807203 2.538606 -1.443915 0.062 0.118 0.224
H 0.240935 1.585669 -0.237867 -0.409 0.483 0.385
H -3.447718 0.399827 -1.772474 0.463 -0.334 -0.159
H -2.425063 0.916410 -0.468066 0.304 -0.097 -0.218
H -2.944905 3.055661 -1.017654 -0.090 0.049 -0.226
H -2.059133 2.914668 -2.506964 -0.323 -0.043 -0.119
H -3.839292 2.587097 -2.455577 0.167 -0.147 -0.133
H 0.022177 -1.831598 -2.278655 0.602 -0.406 0.117
H -0.850645 -0.941576 -5.294455 0.054 0.162 -0.490
C 7.264102 -0.564645 0.556221 0.103 -0.069 0.013
Cl 7.735236 -0.273043 -1.124136 0.310 0.102 0.254
Cl 5.521862 -0.330344 0.783686 0.125 -0.044 0.119
H 7.517824 -1.584965 0.825204 -0.102 -0.022 -0.090
H 7.795903 0.133398 1.192658 -0.083 0.069 -0.051
C -5.727029 4.840086 -0.313128 -0.154 0.005 0.107
Cl -4.336409 5.787163 -0.857573 0.139 -0.126 -0.128
Cl -6.429694 3.868887 -1.610752 -0.043 0.270 -0.278
H -5.407529 4.176594 0.480317 0.043 -0.040 -0.035
H -6.484400 5.522813 0.055661 0.001 0.026 -0.109
C 3.618183 -3.217423 -0.339619 -0.017 -0.192 0.065
Cl 2.533040 -4.558994 0.024108 0.162 -0.162 0.036
Cl 2.685316 -1.836251 -0.942930 -0.198 0.220 -0.125
H 4.140293 -2.923254 0.560646 -0.142 0.143 0.032
H 4.331876 -3.522192 -1.100155 -0.268 0.100 0.024
C 6.613798 -3.357502 -3.349963 0.028 -0.082 -0.113
Cl 6.344447 -4.541745 -2.065270 0.200 -0.076 -0.246
Cl 5.695836 -1.873671 -3.051669 -0.102 -0.321 -0.285
H 7.670965 -3.119483 -3.396875 -0.032 0.054 0.156
H 6.286602 -3.785184 -4.290840 -0.076 -0.004 0.055
C -5.275570 9.499991 0.900228 -0.094 0.112 -0.125
Cl -5.908029 7.891702 1.276542 -0.031 0.083 0.235
Cl -6.560719 10.597914 0.385118 0.040 0.012 -0.021
H -4.803363 9.902878 1.785908 -0.290 -0.064 -0.063
H -4.549732 9.409357 0.098655 -0.080 -0.053 -0.034
C 8.246853 -8.007694 -0.506362 0.103 -0.109 0.010
Cl 8.361919 -8.027500 -2.269855 -0.012 -0.049 0.013
Cl 8.249083 -6.356186 0.129639 0.295 -0.447 -0.063
H 7.322286 -8.491119 -0.211700 -0.034 0.089 -0.053
H 9.095371 -8.542653 -0.095008 0.041 0.074 -0.056
C 6.093192 -4.431459 3.009038 -0.081 0.017 -0.192
Cl 6.202790 -4.436695 1.242057 -0.212 0.343 0.295
Cl 6.118448 -2.784406 3.656433 0.015 0.018 0.092
H 5.167650 -4.911076 3.305534 -0.029 0.082 -0.047
H 6.937756 -4.971464 3.407554 0.127 0.087 -0.086
C 7.434941 -5.660650 6.748880 0.060 0.090 0.147
Cl 9.047973 -5.138059 6.255919 -0.028 0.024 0.030
Cl 6.573562 -6.443527 5.414815 -0.088 -0.258 0.289
H 7.527779 -6.367514 7.565314 0.038 -0.063 -0.092
H 6.867910 -4.792870 7.066399 0.005 0.008 -0.101
C 3.733353 0.120915 4.206956 0.074 -0.109 0.182
Cl 2.546057 0.012948 5.508851 0.064 -0.019 -0.017
Cl 3.056660 0.899708 2.769769 -0.092 0.097 -0.118
H 4.579476 0.705120 4.551369 -0.082 0.083 -0.027
H 4.051554 -0.879342 3.939258 -0.082 -0.018 -0.061
C -1.154311 -4.360395 0.627786 0.089 -0.217 0.054
Cl -1.593061 -5.540431 1.868006 0.045 0.089 -0.128
Cl -1.789807 -2.751330 1.010715 0.258 0.186 0.165
H -0.075429 -4.289801 0.576431 -0.004 0.037 0.091
H -1.556821 -4.682649 -0.325443 -0.186 0.062 -0.027
C -4.639032 1.347822 1.612687 -0.020 -0.125 0.126
Cl -5.516821 1.301307 0.071770 0.231 -0.210 0.183
Cl -5.218858 2.664361 2.630999 0.081 -0.080 0.033
H -4.783178 0.406094 2.130827 -0.097 0.026 -0.020
H -3.584135 1.504705 1.411874 -0.033 0.067 -0.035
C -3.777050 -3.194108 -2.915899 -4.781 -7.948 0.753
Cl -4.057992 -2.594808 -1.274908 -0.727 -0.763 0.521
Cl -2.812613 -4.678924 -2.937665 0.128 -0.554 0.257
H -4.735192 -3.398406 -3.380548 -0.380 -0.472 0.401
H -3.246999 -2.430079 -3.473575 -2.114 -6.351 -2.533
C -9.089984 0.996011 -0.603229 -0.014 -0.011 -0.080
Cl -10.406293 -0.129973 -0.256179 0.040 -0.039 -0.042
Cl -9.336087 2.554984 0.191111 0.039 0.015 0.043
H -8.162763 0.565971 -0.246533 -0.039 -0.010 0.105
H -9.041531 1.155633 -1.675103 -0.096 0.038 0.028
C -2.826445 9.570058 4.280684 0.080 -0.031 0.103
Cl -2.551105 9.996900 2.585862 0.445 0.027 0.178
Cl -4.545582 9.339167 4.622181 0.007 0.015 0.050
H -2.299388 8.648112 4.497649 -0.074 -0.032 -0.083
H -2.451189 10.372048 4.905911 -0.083 0.055 -0.064
C -5.041480 -5.840457 0.236210 0.071 0.103 0.016
Cl -4.733582 -7.360288 1.080083 -0.002 -0.062 0.031
Cl -6.685996 -5.763384 -0.408569 0.036 0.062 -0.021
H -4.900321 -5.020736 0.932124 -0.070 -0.044 0.032
H -4.342598 -5.754741 -0.586390 -0.016 -0.046 -0.092
C -7.486349 6.593641 4.523930 -0.058 0.154 -0.003
Cl -8.683846 6.700991 3.230780 -0.024 0.017 0.051
Cl -6.590292 5.069835 4.452946 0.063 0.028 0.099
H -6.784436 7.413973 4.419991 0.027 -0.074 -0.122
H -7.995947 6.652607 5.478900 -0.033 -0.106 -0.038
```
Positions in Å, forces in eV/Å.

Results
Largest force on an atom in eV/Å: 17.0
Molar mass in g mol⁻¹: 1583.1
Total charge: +1
Electronic energy in Eh: -16364.0563
2S+1: 1

***

No. 2
Entry from the Open Molecules 2025 dataset: a 7-piece molecular cluster, C23H51N5O9 overall (ωB97M-V/def2-TZVPD).

Structure (XYZ):
```
88
Properties=species:S:1:pos:R:3:forces:R:3
C -7.200622 -4.935929 -6.446163 -0.322 -0.704 0.984
C -5.829332 -5.559869 -6.711823 -0.145 1.309 -0.998
O -4.950862 -5.390399 -5.598033 -0.679 -0.321 1.616
C -3.891452 -6.189809 -5.391003 1.090 -1.346 -3.382
C -3.096042 -5.897819 -4.202453 -0.694 1.544 1.112
O -3.486832 -6.979939 -6.233243 -1.064 0.371 0.645
H -7.732982 -5.609919 -5.775033 -0.074 0.078 0.355
H -7.861052 -4.912339 -7.312983 0.506 0.074 -0.383
H -7.205942 -3.950909 -5.979463 0.356 0.000 -0.143
H -5.999662 -6.586989 -7.034473 0.655 -0.031 0.158
H -5.340312 -4.948009 -7.469833 -0.062 -0.535 -0.598
H -2.027632 -5.844639 -4.411703 -0.243 -0.487 0.002
H -3.379972 -6.560769 -3.385153 0.350 -0.062 -0.017
H -3.440652 -4.895219 -3.949233 0.327 0.114 0.654
C 1.574908 5.972681 -8.804383 1.307 0.327 -1.779
C 2.766488 5.099411 -8.365513 -1.653 0.666 1.843
O 2.292658 3.778661 -8.634703 0.216 -0.490 -0.641
C 2.841348 2.697941 -8.105173 2.256 -1.624 2.713
C 1.990188 1.414231 -8.287643 0.010 0.620 0.369
O 3.866998 2.677381 -7.389753 -2.472 0.619 -2.167
H 0.549948 5.643581 -8.633403 0.408 -0.278 0.887
H 1.637368 5.940321 -9.892113 -0.164 0.348 -0.307
H 1.739648 7.013351 -8.525173 -0.189 -0.061 0.184
H 3.748518 5.376271 -8.748993 -0.267 -0.353 -0.716
H 2.864918 5.251271 -7.290643 0.156 -0.531 0.241
H 0.934838 1.677531 -8.216923 -0.013 0.056 -0.513
H 2.144158 0.721651 -7.460163 0.486 0.301 0.075
H 2.213408 0.845721 -9.190453 -0.071 0.398 -0.178
C 1.691118 1.440971 1.609067 0.631 -0.215 -0.725
N 1.615648 1.265091 0.141927 1.005 2.108 1.747
C 2.370538 2.310761 -0.661073 -1.362 -0.676 0.023
C 1.014728 0.184771 -0.351093 0.728 0.244 -2.973
O 0.976758 0.029161 -1.575383 -0.565 -0.778 1.063
H 2.721828 1.224191 1.889697 0.028 0.002 0.416
H 1.022318 0.752741 2.125917 0.030 0.000 -0.165
H 1.469838 2.456211 1.938367 -0.162 0.042 -0.285
H 3.447928 2.334301 -0.497463 -0.071 -0.411 0.394
H 2.202888 2.203581 -1.732753 -0.116 -0.518 0.205
H 1.962528 3.292641 -0.421203 0.020 -0.022 0.314
H 0.648348 -0.549279 0.383167 -0.170 0.221 -0.020
C -8.436672 -3.794919 0.223697 0.152 -0.481 -0.004
N -7.392462 -4.179089 1.216977 -1.991 -0.446 -1.148
C -7.669642 -5.263339 2.167237 1.029 0.042 0.104
C -6.228622 -3.510579 1.170767 1.336 -0.007 1.874
O -5.324182 -3.603329 2.012947 -1.163 0.085 -1.578
H -8.674742 -4.573239 -0.501323 0.266 -0.472 0.183
H -8.132722 -2.955829 -0.402133 0.317 0.106 0.383
H -9.399272 -3.528039 0.659897 0.189 0.060 0.512
H -6.748792 -5.433749 2.724987 -0.112 0.593 0.421
H -8.510422 -5.054639 2.828777 0.097 0.175 -0.042
H -7.787902 -6.263069 1.749317 -0.523 0.245 -0.839
H -6.221902 -2.827629 0.307207 0.401 0.104 0.142
C 8.083498 6.930661 -0.167863 -0.558 -0.449 -0.747
N 8.339878 6.213521 -1.443453 0.136 0.871 0.346
C 9.206988 5.060611 -1.365893 -0.061 -0.292 -0.633
C 7.722628 6.544421 -2.616603 -1.216 1.631 1.602
O 6.844098 7.422091 -2.670423 1.595 -1.566 -0.564
H 7.450818 6.274311 0.429647 0.244 -0.036 0.412
H 7.499728 7.843381 -0.287253 0.202 -0.102 -0.553
H 9.014308 7.180951 0.341107 0.018 -0.239 -0.057
H 10.266008 5.249101 -1.542103 0.139 0.433 0.307
H 9.085098 4.560171 -0.405263 -0.047 -0.062 -0.107
H 8.922238 4.393221 -2.179283 -0.069 -0.326 0.210
H 8.124688 5.946791 -3.449303 -0.393 0.136 -0.216
C -5.605402 -1.893789 7.996367 1.899 -1.106 0.144
N -4.288182 -2.082039 8.741237 -2.438 1.327 0.008
C -4.431082 -2.667079 10.069257 -0.805 -0.654 -1.026
C -3.146572 -1.933409 8.082747 -0.042 1.165 -0.566
O -2.039212 -2.195799 8.468407 0.976 -0.541 0.527
H -5.849442 -2.899289 7.653557 -0.843 -0.130 0.446
H -5.479572 -1.396909 7.034397 0.321 0.601 0.393
H -6.356992 -1.418549 8.626737 0.131 -0.163 -0.138
H -3.631432 -2.483569 10.786887 0.105 -0.052 -0.524
H -5.389182 -2.336549 10.470367 0.168 0.294 0.187
H -4.604832 -3.713939 9.820247 0.408 -0.513 0.928
H -3.329652 -1.389219 7.143307 0.136 -0.228 -0.391
C 5.410808 -0.454419 7.711877 -1.528 0.855 0.005
N 5.434878 1.017311 7.497947 1.177 -0.266 0.167
C 4.458288 1.817211 8.211447 -1.567 -0.780 -0.832
C 6.309458 1.586811 6.633627 0.712 0.938 -0.835
O 6.345958 2.742031 6.200317 -0.610 -1.173 1.081
H 5.589388 -0.704919 8.757557 0.661 -0.108 -0.164
H 5.890138 -1.080009 6.958897 0.880 0.595 0.280
H 4.378958 -0.769239 7.556057 -0.403 0.142 0.085
H 3.519438 1.336371 7.936787 -0.547 0.255 0.030
H 4.431028 1.755211 9.299347 0.896 0.062 0.061
H 4.385348 2.840771 7.843867 0.538 -0.150 0.098
H 7.098748 0.898661 6.293517 -0.221 -0.377 0.016
```
Positions in Å, forces in eV/Å.

Results
Largest force on an atom in eV/Å: 3.9
Molar mass in g mol⁻¹: 541.7
SMILES: CCOC(C)=O.CCOC(C)=O.CN(C)C=O.CN(C)C=O.CN(C)C=O.CN(C)C=O.CN(C)C=O
Relative energy (zero: lowest compared OMol25 entry of this formula, charge and spin) in eV: 3.238
Electronic energy in Eh: -1857.8093
2S+1: 1